1.
C23H45FGeMgNSi4 | ωB97M-V/def2-TZVPD

Properties
total energy = -122263.5825 eV
HOMO level (alpha / beta) = -7.366 / -7.355 eV
⟨S²⟩ = 0.76
2S+1 = 2

```
76
Properties=species:S:1:pos:R:3:mulliken_spin:R:1
Ge -0.73 -1.31 -0.62 0.290
Si -3.07 -0.64 -0.27 0.041
Si 1.55 3.91 0.24 -0.008
Si -0.62 -2.49 -2.75 -0.005
Si -0.13 -3.02 1.05 0.009
Mg 0.89 0.71 -0.10 0.236
F -0.35 0.28 1.90 0.016
N 0.94 2.47 0.98 -0.007
C -0.89 -4.72 0.60 0.025
C -3.42 0.56 1.19 0.001
C 0.84 3.44 3.24 -0.001
C -3.62 0.25 -1.88 0.004
C -0.79 -1.34 -4.27 -0.001
C -0.80 -2.58 2.78 0.004
C 0.34 3.37 4.52 0.000
C -2.01 -3.81 -2.89 0.022
C 1.50 3.58 -1.63 -0.001
C 3.30 0.29 -0.22 -0.003
C -0.44 2.29 4.93 0.001
C 1.03 -3.46 -2.91 -0.002
C 1.77 -3.26 1.24 -0.002
C -0.67 1.26 4.04 0.004
C 3.47 1.05 -2.35 0.075
C 0.58 2.44 2.27 -0.013
C 3.34 4.39 0.76 0.002
C 3.87 1.26 -1.02 0.107
C 2.65 -0.06 -2.40 -0.016
C 0.43 5.44 0.57 0.000
C -0.15 1.35 2.78 0.032
C 2.53 -0.56 -1.08 0.151
C -4.17 -2.18 0.04 0.041
H -2.84 1.48 1.10 -0.001
H -2.96 -3.37 -3.16 0.001
H 3.34 5.21 1.48 0.001
H 1.16 -4.15 -2.08 0.000
H -0.42 -5.17 -0.27 0.000
H 0.17 5.53 1.62 0.000
H -0.85 -3.46 3.42 0.001
H -1.79 -1.36 -4.68 0.001
H 3.77 1.64 -3.20 0.001
H -1.77 -4.56 -3.65 0.001
H -1.25 0.39 4.32 0.000
H -3.56 -0.42 -2.74 0.001
H 1.45 4.28 2.95 0.000
H 1.06 -4.04 -3.82 0.000
H -3.97 -2.60 1.02 -0.002
H 3.93 4.70 -0.09 0.000
H -4.65 0.61 -1.81 0.001
H 2.25 -1.58 -0.84 -0.002
H 3.86 3.56 1.23 -0.001
H 0.93 6.35 0.28 0.000
H -3.17 0.10 2.14 0.001
H -2.15 -4.34 -1.95 -0.003
H 1.88 -2.80 -2.92 0.003
H -1.95 -4.61 0.38 -0.002
H -0.55 -0.31 -4.02 -0.001
H -0.80 -5.42 1.42 0.002
H -0.50 5.38 0.01 0.000
H -5.23 -1.92 -0.01 0.007
H 2.00 -4.01 1.99 -0.001
H 0.55 4.17 5.21 0.000
H 2.24 -3.58 0.31 -0.001
H 0.78 4.23 -2.12 0.000
H -0.11 -1.64 -5.07 -0.001
H 1.23 2.55 -1.85 0.001
H 2.47 3.76 -2.08 -0.004
H -0.16 -1.86 3.28 0.000
H -0.85 2.26 5.93 0.000
H -1.80 -2.16 2.72 0.000
H -4.47 0.83 1.22 0.000
H 4.55 2.04 -0.70 -0.002
H -3.99 -2.95 -0.70 -0.005
H -2.99 1.11 -2.08 0.001
H 3.52 0.10 0.82 0.005
H 2.25 -2.33 1.54 0.002
H 2.22 -0.51 -3.28 -0.003
```

***

2.
C4H11Br2O2P2S | ωB97M-V/def2-TZVPD

Properties
charge = +1
total energy = -177911.0530 eV
HOMO level = -13.183 eV

```
22
Properties=species:S:1:pos:R:3:nbo_charge:R:1
Br -1.39 -1.54 1.22 0.185
Br 0.23 -2.75 -1.47 0.236
S 2.93 -0.98 2.74 -0.394
P 0.37 0.73 1.34 1.326
P 1.37 0.02 3.19 0.529
O 1.37 1.72 0.60 -0.952
O -1.89 0.09 -2.62 -0.710
C 1.92 -0.47 -1.32 -0.690
C 0.74 -1.15 -0.69 0.026
C -3.11 0.21 -1.89 -0.253
C 0.03 -0.68 0.36 -0.648
H -3.91 0.00 -2.59 0.204
H 2.78 -0.53 -0.65 0.265
H -3.16 -0.52 -1.08 0.155
H 0.28 -0.61 3.82 0.024
H 2.18 -0.95 -2.27 0.265
H -1.16 0.30 -2.03 0.444
H 1.34 2.65 0.88 0.546
H 1.48 1.25 3.86 0.011
H -3.25 1.22 -1.50 0.161
H -0.84 1.40 1.61 0.017
H 1.70 0.59 -1.52 0.251
```

***

3.
C13H14FNO3 | ωB97M-V/def2-TZVPD

Properties
total energy = -24058.0069 eV
HOMO level = -9.815 eV

```
32
Properties=species:S:1:pos:R:3:nbo_charge:R:1
F -3.18 -0.23 -1.82 -0.373
O 3.31 3.43 -0.41 -0.528
O 2.34 -0.43 -2.50 -0.499
O 0.99 -2.30 -1.02 -0.517
N 3.35 1.33 -1.43 -0.656
C 2.31 0.34 -1.60 0.676
C -2.93 -0.67 0.51 -0.447
C -1.85 -0.26 1.52 -0.427
C 0.20 -0.18 -0.06 -0.001
C 1.29 0.58 -0.51 -0.129
C -0.61 0.39 0.95 0.003
C 1.62 1.80 0.06 -0.134
C -3.22 0.37 -0.57 0.051
C 1.80 -2.74 0.05 -0.261
C 0.85 2.35 1.06 -0.158
C -0.26 1.64 1.48 -0.188
C 2.84 2.35 -0.57 0.669
C -0.12 -1.56 -0.61 -0.088
H -0.84 -1.47 -1.41 0.225
H 2.82 -2.78 -0.30 0.198
H -0.61 -2.12 0.20 0.166
H 1.77 -2.06 0.91 0.169
H -2.64 -1.58 0.02 0.228
H 1.53 -3.75 0.37 0.175
H -2.53 1.21 -0.56 0.167
H -3.86 -0.90 1.02 0.219
H -4.23 0.78 -0.47 0.167
H -1.55 -1.14 2.08 0.227
H -0.88 2.09 2.24 0.214
H 3.46 1.77 -2.35 0.404
H -2.29 0.44 2.23 0.214
H 1.11 3.31 1.49 0.236
```

***

4.
C6H13N4 | ωB97M-V/def2-TZVPD

Properties
charge = +1
total energy = -12384.1621 eV
HOMO level = -12.710 eV

```
23
Properties=species:S:1:pos:R:3:nbo_charge:R:1
N -3.51 -0.81 0.71 -0.773
N -0.72 0.95 -0.51 -0.315
N -1.05 -0.97 0.44 -0.551
N 1.69 -0.07 0.30 -0.318
C -2.26 -0.32 0.36 0.347
C -0.01 2.04 -1.20 -0.440
C 2.41 -0.45 -0.89 -0.441
C -0.13 -0.06 -0.08 0.563
C -2.07 0.84 -0.29 -0.160
C 1.88 -0.97 1.33 -0.435
H -3.99 -0.02 1.06 0.395
H -3.53 -1.56 1.45 0.400
H -0.65 -1.80 0.93 0.460
H 1.35 -1.84 1.17 0.166
H -0.21 2.14 -2.32 0.253
H 1.07 1.74 -1.24 0.246
H 3.00 -1.22 1.32 0.243
H -0.10 3.03 -0.57 0.253
H 3.44 -0.22 -0.72 0.231
H 1.67 -0.51 2.32 0.223
H 2.37 -1.56 -1.15 0.186
H -2.76 1.59 -0.64 0.255
H 2.12 0.04 -1.78 0.212
```

***

5.
ClH4N2P | ωB97M-V/def2-TZVPD

Properties
total energy = -24856.4084 eV
HOMO level = -9.699 eV

```
8
Properties=species:S:1:pos:R:3:nbo_charge:R:1
Cl 2.00 -0.82 -0.79 -0.312
P 1.79 0.70 0.51 1.062
N -1.47 -0.97 0.17 -1.073
N 1.69 1.87 -0.49 -1.140
H -1.77 -0.78 1.10 0.356
H 1.24 2.74 -0.13 0.387
H -1.23 -1.93 0.09 0.360
H -2.24 -0.81 -0.45 0.360
```

***

6.
C3H8N4O2 | ωB97M-V/def2-TZVPD

Properties
total energy = -13293.8186 eV
HOMO level = -9.224 eV

```
17
Properties=species:S:1:pos:R:3:nbo_charge:R:1
O 1.19 -0.51 1.49 -0.763
O -0.60 -1.29 0.18 -0.706
N -1.52 0.90 1.50 -0.840
N -2.39 0.53 -0.65 -0.764
N 1.57 -1.50 -0.57 -0.865
N 0.27 0.64 -0.27 -0.364
C 0.62 -0.77 0.19 0.740
C -1.50 0.45 0.21 0.740
C 0.78 1.30 -1.20 0.009
H 1.22 -1.79 -1.47 0.383
H 2.49 -1.09 -0.61 0.371
H 1.72 0.99 -1.67 0.179
H -2.38 0.66 1.97 0.399
H 1.21 -1.37 1.93 0.485
H 0.28 2.20 -1.57 0.202
H -2.26 -0.03 -1.48 0.378
H -0.68 0.67 2.02 0.414
```

***

7.
C5H12S | ωB97M-V/def2-TZVPD

Properties
total energy = -16207.6615 eV
HOMO level = -6.409 eV

```
18
Properties=species:S:1:pos:R:3:nbo_charge:R:1
S 1.77 -1.18 -0.27 0.250
C 0.89 -0.24 0.95 -0.161
C 3.28 -0.15 -0.42 -0.727
C -2.31 -0.05 -0.97 -0.648
C -0.37 0.46 0.68 -0.532
C -1.49 -0.52 0.20 -0.395
H -3.38 -0.27 -1.00 0.228
H -1.83 -0.38 -1.89 0.204
H -2.00 -0.86 1.10 0.231
H -2.33 1.06 -0.88 0.242
H -0.98 -1.45 -0.10 0.200
H 3.96 -0.63 -1.13 0.234
H 1.37 -0.34 1.92 0.200
H -0.62 1.02 1.58 0.268
H -2.50 1.55 0.73 -0.313
H -0.17 1.15 -0.16 0.275
H 2.91 0.78 -0.84 0.222
H 3.78 0.07 0.51 0.222
```

***

8.
C38H30CoIN2O3PSTe | ωB97M-V/def2-TZVPD

Properties
charge = +1
total energy = -122154.8888 eV
HOMO level (alpha / beta) = -11.225 / -11.225 eV

```
78
Properties=species:S:1:pos:R:3:lowdin_charge:R:1
I 0.42 -5.78 1.80 0.943
Te 0.15 -0.15 1.88 1.678
Co -0.08 -0.31 -0.51 0.062
S -3.39 -0.38 -0.01 0.664
P 2.13 0.28 -0.81 1.063
O -0.99 0.06 -2.73 0.049
O -3.63 -1.72 0.44 -0.270
O -3.47 0.68 0.97 -0.285
N -1.96 -0.29 -0.78 -0.142
N -0.06 -2.37 -0.75 0.004
C 3.33 -1.14 -4.43 -0.064
C 3.84 -0.88 1.02 -0.103
C -0.89 2.61 -0.50 -0.082
C 1.72 3.14 -1.45 -0.055
C 4.79 0.23 2.92 -0.061
C 2.58 -0.85 -3.30 -0.079
C 3.41 1.46 1.38 -0.096
C 0.07 -4.58 0.14 -0.708
C -1.88 1.84 6.16 -0.068
C 0.16 -3.21 0.26 -0.212
C 4.48 0.24 -2.30 -0.075
C -1.45 2.23 4.90 -0.022
C -2.19 0.51 6.41 -0.067
C -5.29 0.60 -3.96 -0.044
C -2.06 -0.43 5.39 -0.022
C 1.35 1.88 -0.98 -0.356
C 4.19 1.42 2.53 -0.061
C -3.44 0.18 -2.53 -0.117
C 4.66 -0.74 -4.49 -0.063
C -4.32 0.00 -1.47 -0.198
C -0.52 3.87 -0.95 -0.047
C -5.69 0.12 -1.62 -0.016
C 0.76 4.14 -1.42 -0.064
C -0.37 -2.89 -1.94 -0.096
C 3.23 0.31 0.62 -0.427
C -1.34 1.29 3.89 -0.301
C -0.47 -4.26 -2.15 -0.019
C -2.04 -0.02 -2.08 -0.494
C 0.06 1.59 -0.55 -0.306
C 5.24 -0.05 -3.42 -0.064
C -0.26 -5.13 -1.10 -0.102
C -1.52 -0.99 2.99 -0.301
C 3.15 -0.16 -2.23 -0.329
C -1.64 -0.02 4.13 -0.302
C -0.90 1.63 2.50 -0.305
C -3.92 0.48 -3.79 0.014
C 4.62 -0.92 2.16 -0.062
C -6.16 0.42 -2.89 -0.044
H 3.70 -1.78 0.43 0.114
H -1.25 4.67 -0.94 0.113
H 2.89 -1.67 -5.26 0.110
H -3.23 0.62 -4.62 0.128
H -0.22 2.47 2.42 0.076
H -0.72 -4.63 -3.13 0.120
H 4.94 0.76 -1.47 0.110
H -1.26 -1.99 3.32 0.069
H -0.56 -2.19 -2.74 0.103
H -1.76 1.75 1.84 0.039
H -1.20 3.27 4.71 0.118
H -2.30 -1.47 5.58 0.119
H -7.23 0.53 -3.05 0.115
H -1.97 2.57 6.95 0.109
H -5.69 0.84 -4.93 0.114
H 1.54 -1.14 -3.26 0.084
H -2.41 -1.02 2.37 0.035
H 1.01 5.13 -1.78 0.110
H 5.09 -1.85 2.47 0.112
H -1.90 2.43 -0.15 0.096
H -2.52 0.20 7.39 0.109
H -0.33 -6.20 -1.23 0.110
H 4.34 2.32 3.11 0.112
H 2.72 3.33 -1.83 0.116
H 5.25 -0.96 -5.36 0.111
H 6.27 0.26 -3.47 0.111
H 0.43 -2.78 1.22 0.039
H -6.36 -0.02 -0.78 0.129
H 2.95 2.39 1.07 0.106
H 5.40 0.20 3.81 0.112
```